(1)
Formula: C49H64N6O2PbS
Source: OMol25
Level of theory: the ωB97M-V functional and the def2-TZVPD basis

XYZ file:
```
123
Properties=species:S:1:pos:R:3:lowdin_charge:R:1
Pb -1.18 -0.53 0.56 1.343
C -2.15 -4.06 -4.37 -0.063
C -0.75 -3.44 -4.49 -0.174
C -0.24 -2.99 -3.16 -0.104
C 0.61 -3.61 -2.32 -0.106
C 1.29 -4.93 -2.47 -0.169
C 0.57 -6.04 -1.68 -0.064
C 0.69 -2.76 -1.11 -0.185
C 1.49 -2.97 -0.05 0.104
C 1.68 -2.10 1.11 -0.187
C 2.68 -2.35 2.16 -0.092
C 3.56 -3.58 2.11 -0.180
C 4.42 -3.89 3.33 -0.078
C 2.59 -1.32 3.02 -0.086
C 1.54 -0.43 2.49 -0.240
C 1.22 0.78 2.96 0.058
C 0.31 1.75 2.37 -0.183
N -0.40 1.55 1.29 0.005
C -1.04 2.77 0.99 -0.173
C -1.78 3.02 -0.10 0.112
C -2.03 2.13 -1.23 -0.167
N -1.57 0.91 -1.31 0.001
C -1.95 0.42 -2.57 -0.178
C -1.56 -0.77 -3.07 0.105
C -0.68 -1.76 -2.47 -0.176
N -0.16 -1.65 -1.28 -0.008
C -2.76 1.44 -3.26 -0.104
C -2.81 2.50 -2.43 -0.102
C -3.48 3.82 -2.63 -0.174
C -2.51 4.91 -3.12 -0.065
C -3.36 1.28 -4.61 -0.170
C -2.37 1.61 -5.74 -0.062
C -0.70 3.75 2.04 -0.098
C 0.13 3.12 2.89 -0.102
C 0.75 3.62 4.16 -0.171
C 0.03 3.07 5.40 -0.060
C -1.28 5.13 2.13 -0.168
C -2.70 5.10 2.71 -0.062
N 1.00 -1.01 1.33 0.012
C 3.30 -1.02 4.31 -0.169
C 2.42 -1.36 5.53 -0.061
H -2.52 -4.38 -5.34 0.085
H -2.87 -3.34 -3.95 0.074
H -2.13 -4.92 -3.71 0.075
H -0.78 -2.60 -5.19 0.114
H -0.07 -4.17 -4.91 0.113
H 2.32 -4.86 -2.14 0.118
H 1.31 -5.20 -3.53 0.114
H 0.50 -5.79 -0.62 0.069
H 1.10 -6.98 -1.78 0.084
H -0.45 -6.18 -2.06 0.075
H 2.12 -3.85 -0.09 0.115
H 4.20 -3.49 1.23 0.129
H 2.90 -4.44 1.92 0.113
H 5.23 -3.17 3.44 0.080
H 4.87 -4.87 3.21 0.085
H 3.82 -3.90 4.24 0.076
H 1.74 1.12 3.85 0.118
H -2.17 4.02 -0.20 0.117
H -1.90 -1.00 -4.08 0.115
H -3.94 4.14 -1.68 0.115
H -4.29 3.71 -3.34 0.115
H -1.66 5.02 -2.44 0.074
H -3.02 5.87 -3.19 0.084
H -2.12 4.66 -4.10 0.073
H -4.24 1.93 -4.70 0.116
H -3.72 0.25 -4.73 0.116
H -2.06 2.65 -5.68 0.073
H -2.84 1.45 -6.71 0.084
H -1.48 0.99 -5.68 0.073
H 0.71 4.71 4.17 0.113
H 1.81 3.34 4.19 0.116
H -1.00 3.44 5.44 0.078
H 0.54 3.37 6.31 0.084
H -0.02 1.97 5.38 0.068
H -1.29 5.59 1.15 0.116
H -0.64 5.74 2.77 0.114
H -3.38 4.53 2.07 0.073
H -3.09 6.12 2.81 0.084
H -2.70 4.64 3.70 0.076
H 3.55 0.05 4.34 0.117
H 4.23 -1.56 4.37 0.096
H 1.45 -0.88 5.47 0.063
H 2.92 -1.05 6.44 0.085
H 2.26 -2.44 5.58 0.069
C -1.05 -5.59 6.09 -0.079
C -0.30 -5.57 4.76 -0.229
C -0.39 -4.24 4.04 -0.211
N -1.76 -3.97 3.63 0.038
C -2.30 -2.77 3.44 -0.827
S -1.42 -1.33 3.66 0.608
N -3.59 -2.71 3.02 0.090
C -4.58 -3.76 3.05 -0.382
O -5.29 -3.89 2.09 0.143
C -4.68 -4.54 4.30 -0.177
C -4.29 -4.01 5.53 -0.042
C -4.51 -4.73 6.69 -0.072
C -5.11 -5.98 6.63 -0.051
C -5.50 -6.51 5.41 -0.048
C -5.30 -5.79 4.24 -0.006
H -0.96 -6.56 6.57 0.084
H -2.12 -5.38 5.95 0.042
H -0.66 -4.83 6.77 0.086
H -0.68 -6.37 4.11 0.114
H 0.76 -5.79 4.93 0.110
H 0.25 -4.24 3.15 0.112
H -0.06 -3.42 4.68 0.081
H -2.35 -4.78 3.47 0.145
H -3.90 -1.82 2.66 0.128
H -3.84 -3.02 5.58 0.120
H -4.22 -4.31 7.65 0.117
H -5.29 -6.54 7.54 0.116
H -5.97 -7.49 5.37 0.115
H -5.61 -6.18 3.28 0.125
C 3.33 1.77 -0.12 -0.067
C 3.21 0.63 -1.11 -0.304
O 1.87 0.63 -1.62 -0.097
H 4.35 1.84 0.25 0.086
H 2.65 1.63 0.72 0.047
H 3.08 2.72 -0.61 0.085
H 3.42 -0.32 -0.61 0.099
H 3.93 0.76 -1.91 0.119
H 1.87 0.13 -2.45 0.078
```

Summary:
- Max |F|: 0.91 eV/A
- Calculated total energy: -80959.3241 eV
- HOMO energy: -12.96 eV
- Energy above the lowest of the compared OMol25 structures with the same formula, charge and spin: 31.5 kJ/mol
- Net charge: +2
- M: 1008.358 g mol⁻¹
- Multiplicity: 1

(2)
Formula: C49H67BBr2F32N3O7
Source: OMol25
Level of theory: the ωB97M-V functional and the def2-TZVPD basis

XYZ file:
```
161
Properties=species:S:1:pos:R:3:lowdin_charge:R:1
C 5.61 -3.26 3.88 -0.060
C 4.22 -2.68 4.25 -0.269
O 3.53 -2.15 3.15 -0.165
C 3.73 -0.75 2.97 -0.227
C 2.51 -0.12 2.31 -0.175
C 2.46 -0.44 0.82 -0.181
C 1.15 0.02 0.15 -0.171
C 0.29 -1.18 -0.29 -0.133
C -0.21 -1.92 0.97 -0.239
C 0.37 -3.33 0.85 -0.084
N -0.04 -4.27 1.93 -0.165
N 0.74 -5.47 1.87 0.104
C -1.55 -4.54 1.94 -0.318
C -1.82 -5.31 0.63 -0.167
C -2.97 -4.85 -0.28 -0.081
C -1.78 -5.32 3.25 -0.552
Br -0.45 -5.15 4.64 0.926
C -2.81 -6.08 3.60 -0.728
C -2.93 -6.80 4.91 -0.173
Br -4.36 -6.32 2.52 0.951
C -2.12 -3.09 2.12 -0.083
B -3.65 -2.94 2.58 -0.519
O -4.61 -2.67 1.65 0.127
C -4.13 -3.00 4.10 -0.111
C -3.31 -2.11 5.07 -0.087
C -1.77 -2.09 0.98 -0.202
C -2.37 -0.68 1.18 -0.125
C -1.97 0.01 2.51 -0.147
C -3.01 1.05 2.97 -0.212
N -4.38 0.53 3.04 -0.035
C -5.19 1.23 4.08 -0.134
C -6.36 0.38 4.44 -0.188
C -6.38 -0.37 5.57 -0.053
C -7.43 -1.17 5.87 -0.086
C -8.49 -1.21 5.03 -0.081
C -8.48 -0.46 3.91 -0.035
C -7.41 0.32 3.62 -0.307
O -7.41 1.05 2.44 0.038
H 5.62 -4.33 4.08 0.064
H 6.38 -2.85 4.54 0.070
H 5.87 -3.08 2.84 0.076
H 4.35 -1.97 5.07 0.111
H 3.64 -3.51 4.66 0.104
H 4.61 -0.59 2.33 0.128
H 3.96 -0.23 3.90 0.124
H 1.65 -0.53 2.85 0.105
H 2.58 0.95 2.50 0.126
H 2.64 -1.51 0.72 0.102
H 3.30 0.10 0.38 0.100
H 1.38 0.66 -0.70 0.111
H 0.62 0.65 0.86 0.099
H -0.53 -0.82 -0.90 0.116
H 0.97 -1.82 -0.86 0.117
H 0.15 -1.47 1.89 0.122
H 1.46 -3.24 0.94 0.130
H 0.19 -3.70 -0.16 0.137
H 0.25 -3.78 2.78 0.104
H 1.02 -5.67 0.92 0.112
H 1.56 -5.36 2.47 0.099
H -0.96 -5.43 -0.02 0.106
H -2.04 -6.33 0.91 0.091
H -2.67 -4.09 -1.00 0.075
H -3.88 -4.58 0.22 0.036
H -3.22 -5.71 -0.90 0.090
H -2.05 -7.41 5.08 0.070
H -3.05 -6.08 5.71 0.082
H -3.78 -7.48 4.89 0.062
H -1.56 -2.71 2.98 0.114
H -5.28 -2.12 2.10 0.099
H -4.13 -4.01 4.49 0.080
H -5.16 -2.65 4.15 0.094
H -2.24 -2.11 4.89 0.054
H -3.44 -2.51 6.08 0.078
H -3.73 -1.11 5.11 0.045
H -2.02 -2.42 -0.03 0.133
H -1.97 -0.04 0.39 0.113
H -3.44 -0.64 1.02 0.098
H -1.80 -0.69 3.32 0.089
H -1.07 0.60 2.31 0.100
H -2.99 1.88 2.26 0.124
H -2.71 1.41 3.95 0.114
H -4.83 0.61 2.14 0.106
H -4.57 1.43 4.95 0.119
H -5.61 2.14 3.64 0.126
H -5.55 -0.34 6.26 0.120
H -7.39 -1.77 6.76 0.116
H -9.33 -1.84 5.27 0.121
H -9.30 -0.48 3.21 0.130
H -8.20 1.59 2.40 0.122
C 5.40 5.16 -0.93 -0.033
C 5.10 3.91 -0.10 -0.431
C 5.60 2.56 -0.63 -0.287
F 5.10 2.27 -1.85 0.100
F 5.20 1.57 0.21 0.078
F 3.77 3.84 0.16 0.122
F 5.72 4.08 1.11 0.110
O 4.39 5.66 -1.81 0.054
C 4.23 5.14 -3.07 -0.533
C 2.90 4.39 -3.23 -0.277
F 2.74 3.43 -2.31 0.096
F 2.87 3.80 -4.45 0.092
F 5.29 4.38 -3.42 0.146
F 4.20 6.19 -3.92 0.135
H 5.51 5.96 -0.20 0.155
H 6.37 5.08 -1.43 0.111
H 6.69 2.55 -0.69 0.163
H 2.06 5.08 -3.15 0.178
C 2.84 4.79 -8.14 -0.039
C 3.64 6.06 -8.47 -0.438
C 3.36 7.32 -7.64 -0.302
F 2.07 7.72 -7.73 0.098
F 4.13 8.34 -8.10 0.099
F 3.53 6.33 -9.79 0.134
F 4.96 5.76 -8.25 0.103
O 1.69 4.49 -8.92 0.048
C 0.47 5.05 -8.64 -0.531
C -0.01 6.00 -9.75 -0.284
F 0.91 6.96 -10.01 0.104
F -1.15 6.62 -9.35 0.099
F 0.47 5.64 -7.43 0.141
F -0.42 4.04 -8.58 0.141
H 3.52 3.97 -8.35 0.150
H 2.63 4.72 -7.07 0.132
H 3.61 7.15 -6.59 0.164
H -0.20 5.45 -10.67 0.176
C 9.65 5.17 -3.15 -0.039
C 9.23 4.29 -1.95 -0.415
C 10.26 4.04 -0.85 -0.300
F 11.37 3.44 -1.31 0.110
F 9.71 3.22 0.08 0.092
F 8.73 3.12 -2.41 0.131
F 8.18 4.93 -1.34 0.061
O 10.08 4.54 -4.34 0.050
C 11.39 4.11 -4.49 -0.529
C 11.51 2.59 -4.57 -0.282
F 10.93 1.99 -3.51 0.097
F 12.82 2.24 -4.59 0.106
F 12.18 4.64 -3.53 0.147
F 11.82 4.61 -5.67 0.154
H 8.73 5.68 -3.45 0.150
H 10.33 5.96 -2.84 0.150
H 10.53 4.98 -0.36 0.177
H 11.03 2.22 -5.48 0.177
C -8.03 -2.47 0.54 -0.041
C -8.27 -3.69 1.44 -0.433
C -7.76 -5.03 0.96 -0.315
F -8.29 -5.39 -0.23 0.107
F -8.09 -5.99 1.85 0.091
F -9.59 -3.76 1.75 0.137
F -7.61 -3.44 2.62 0.098
O -9.08 -2.03 -0.32 0.051
C -9.27 -2.62 -1.56 -0.529
C -10.58 -3.40 -1.65 -0.283
F -10.68 -4.32 -0.67 0.102
F -10.64 -4.05 -2.84 0.104
F -8.20 -3.37 -1.91 0.143
F -9.34 -1.61 -2.46 0.148
H -7.92 -1.63 1.23 0.130
H -7.08 -2.54 0.01 0.143
H -6.67 -5.01 0.86 0.144
H -11.43 -2.72 -1.58 0.177
```

Summary:
- Max |F|: 2.67 eV/A
- Calculated total energy: -298417.1976 eV
- HOMO energy: -10.99 eV
- Net charge: +1
- M: 1588.645 g mol⁻¹
- Multiplicity: 1

(3)
Formula: C49H70BBrCrF4N3O2PSbTe
Source: OMol25
Level of theory: the ωB97M-V functional and the def2-TZVPD basis

XYZ file:
```
134
Properties=species:S:1:pos:R:3:lowdin_charge:R:1
Cr -0.22 -0.42 0.62 0.561
C 2.88 -1.29 3.40 -0.360
Te 1.64 -2.13 1.87 1.417
C 3.19 -2.45 0.46 -0.346
H 3.36 -2.12 3.90 0.022
H 2.28 -0.74 4.12 -0.004
H 3.62 -0.63 2.95 0.006
H 3.94 -1.68 0.58 0.014
H 2.73 -2.43 -0.52 -0.009
H 3.61 -3.43 0.67 0.029
Br -4.46 2.28 3.48 0.869
C -2.67 1.74 3.47 -0.649
C -1.77 2.21 4.42 -0.054
C -0.44 1.83 4.31 -0.007
C -0.07 1.00 3.27 -0.155
N -0.94 0.53 2.37 -0.072
C -2.23 0.90 2.47 -0.190
H -2.10 2.87 5.21 0.125
H 0.30 2.19 5.01 0.129
H 0.96 0.72 3.13 0.080
H -2.91 0.52 1.73 0.100
C -1.35 -3.49 6.57 -0.055
C -2.18 -4.24 5.75 -0.051
C -2.28 -3.94 4.40 -0.110
C -1.57 -2.87 3.86 -0.373
C -0.75 -2.12 4.69 -0.148
C -0.63 -2.42 6.04 -0.065
Sb -1.84 -2.49 1.80 1.611
C -3.83 -1.80 1.78 -0.372
C -4.48 -1.64 0.56 -0.136
C -5.79 -1.18 0.53 -0.062
C -6.45 -0.88 1.71 -0.060
C -5.80 -1.03 2.93 -0.091
C -4.49 -1.49 2.97 -0.128
C -1.95 -4.45 1.05 -0.370
C -0.84 -5.27 1.23 -0.126
C -0.89 -6.59 0.81 -0.055
C -2.04 -7.08 0.21 -0.050
C -3.15 -6.25 0.04 -0.053
C -3.10 -4.93 0.46 -0.103
H -1.26 -3.73 7.62 0.116
H -2.73 -5.08 6.15 0.118
H -2.92 -4.55 3.77 0.110
H -0.19 -1.27 4.31 0.050
H 0.01 -1.83 6.68 0.111
H -3.97 -1.87 -0.37 0.098
H -6.30 -1.08 -0.42 0.114
H -7.48 -0.54 1.69 0.116
H -6.32 -0.80 3.85 0.114
H -4.00 -1.61 3.92 0.103
H 0.06 -4.89 1.71 0.070
H -0.03 -7.23 0.95 0.114
H -2.08 -8.10 -0.13 0.115
H -4.04 -6.64 -0.43 0.116
H -3.97 -4.31 0.32 0.097
O 1.21 -0.03 -0.65 -0.438
P 2.09 0.92 -1.49 0.914
C 1.05 1.72 -2.73 -0.314
C 0.22 0.71 -3.53 -0.182
C -0.51 1.43 -4.66 -0.168
C 0.47 2.02 -5.68 -0.169
C 1.87 2.19 -5.09 -0.192
C 1.81 2.72 -3.66 -0.161
C 2.78 2.22 -0.43 -0.333
C 1.65 2.94 0.32 -0.205
C 2.18 4.01 1.27 -0.177
C 3.17 3.41 2.26 -0.187
C 4.32 2.73 1.52 -0.175
C 3.81 1.66 0.56 -0.184
C 3.50 0.00 -2.16 -0.341
C 3.16 -1.21 -3.03 -0.179
C 4.42 -2.05 -3.25 -0.181
C 5.52 -1.22 -3.90 -0.188
C 5.83 0.03 -3.08 -0.181
C 4.58 0.87 -2.84 -0.180
H 0.35 2.29 -2.11 0.101
H -0.48 0.21 -2.85 0.079
H 0.84 -0.09 -3.94 0.103
H -1.13 2.22 -4.22 0.097
H -1.20 0.74 -5.15 0.117
H 0.11 3.00 -6.02 0.113
H 0.53 1.39 -6.56 0.115
H 2.47 2.86 -5.71 0.122
H 2.40 1.23 -5.10 0.098
H 1.27 3.67 -3.66 0.124
H 2.81 2.95 -3.29 0.090
H 3.27 2.94 -1.09 0.129
H 1.08 2.20 0.90 0.086
H 0.95 3.37 -0.40 0.101
H 1.34 4.48 1.79 0.102
H 2.67 4.80 0.69 0.130
H 2.65 2.67 2.89 0.102
H 3.55 4.18 2.93 0.120
H 5.03 2.29 2.23 0.119
H 4.87 3.48 0.95 0.127
H 3.32 0.86 1.13 0.095
H 4.65 1.21 0.04 0.109
H 3.95 -0.38 -1.23 0.093
H 2.79 -0.87 -4.00 0.113
H 2.37 -1.81 -2.57 0.093
H 4.18 -2.92 -3.86 0.122
H 4.78 -2.43 -2.29 0.113
H 5.20 -0.92 -4.91 0.122
H 6.42 -1.82 -4.04 0.118
H 6.59 0.64 -3.58 0.120
H 6.26 -0.27 -2.12 0.119
H 4.20 1.24 -3.80 0.106
H 4.83 1.74 -2.24 0.106
F -1.30 -1.46 -0.93 -0.108
B -0.59 -2.58 -1.66 -1.242
F -1.50 -3.56 -1.87 0.209
F -0.07 -2.03 -2.80 0.187
F 0.41 -2.95 -0.74 0.042
C -1.26 3.74 0.94 -0.031
N -1.91 3.38 -0.31 -0.044
C -2.63 4.50 -0.90 -0.138
C -3.12 4.17 -2.29 -0.137
C -3.78 2.82 -2.25 -0.131
N -2.84 1.82 -1.74 -0.047
C -3.09 0.46 -2.19 0.002
C -2.00 2.09 -0.74 -0.420
O -1.30 1.19 -0.20 -0.088
H -1.99 4.18 1.61 0.107
H -0.48 4.49 0.76 0.086
H -0.80 2.88 1.40 0.060
H -1.96 5.36 -0.92 0.133
H -3.47 4.77 -0.25 0.135
H -2.28 4.15 -3.00 0.117
H -3.82 4.93 -2.63 0.131
H -4.09 2.50 -3.24 0.131
H -4.68 2.84 -1.62 0.140
H -3.18 0.45 -3.28 0.103
H -4.03 0.08 -1.77 0.093
H -2.29 -0.20 -1.89 0.057
```

Summary:
- Max |F|: 0.74 eV/A
- Calculated total energy: -193641.8851 eV
- HOMO energy (spin up / spin down): -13.39 / -13.19 eV
- Energy above the lowest of the compared OMol25 structures with the same formula, charge and spin: 0.0 kJ/mol
- Net charge: +2
- M: 1232.156 g mol⁻¹
- Multiplicity: 4